[1]
{"formula": "C3H14N2O3", "method": "wB97M-V/def2-TZVPD", "relative_energy_kj_mol": 54.0, "charge": 0, "multiplicity": 1, "total_energy_ev": -12460.598, "elements": ["C", "N", "C", "O", "C", "N", "H", "H", "H", "H", "H", "H", "H", "H", "H", "H", "H", "H", "O", "H", "H", "O"], "coordinates": [[-0.33256, -0.13693, -1.46656], [0.31088, -0.92905, -0.43224], [0.43855, -2.32746, -0.87230], [1.21146, -3.09132, 0.00905], [-0.56505, 1.30549, -0.99157], [0.66128, 1.82925, -0.40241], [-1.27867, -0.54805, -1.80035], [0.29189, -0.08868, -2.38148], [1.21033, -0.50101, -0.25728], [-0.55541, -2.75938, -1.02625], [0.98862, -2.30017, -1.82127], [0.76973, -3.12750, 0.86354], [-1.02217, 1.94633, -1.74721], [-1.30594, 1.22014, -0.19695], [1.05150, 2.59399, -0.94335], [0.39340, 2.30649, 0.46333], [-0.99528, -1.18264, 2.22183], [-0.63403, -0.20449, 1.10130], [-1.10586, -0.25546, 1.96543], [0.91972, 2.24498, 2.54466], [-0.42348, 1.56024, 2.63960], [-0.02890, 2.44522, 2.53049]], "nbo_charge": [-0.231, -0.683, 0.110, -0.706, -0.233, -0.879, 0.196, 0.160, 0.395, 0.152, 0.149, 0.466, 0.190, 0.191, 0.359, 0.392, 0.469, 0.496, -0.995, 0.465, 0.500, -0.961]}



[2]
{"formula": "C4H6BrNO3", "method": "wB97M-V/def2-TZVPD", "relative_energy_kj_mol": 0.0, "charge": 0, "multiplicity": 1, "total_energy_ev": -81917.322, "elements": ["C", "C", "C", "C", "N", "O", "O", "O", "Br", "H", "H", "H", "H", "H", "H"], "coordinates": [[-1.28825, -1.61979, 0.05696], [0.20134, 1.51870, 0.26151], [0.06082, -2.06139, 0.46022], [1.45025, 2.03283, -0.43125], [-1.35688, -0.32822, -0.34795], [-2.30334, -2.24532, -0.07440], [-0.17790, 0.48973, -0.53676], [-0.11144, 1.83240, 1.35509], [-2.95094, 0.62118, -0.52541], [0.73501, -1.30803, 0.95303], [-0.07684, -2.99272, 1.12539], [0.54330, -2.24055, -0.56052], [1.56650, 1.39370, -1.38975], [1.40786, 3.15581, -0.53263], [2.30050, 1.75167, 0.18645]], "nbo_charge": [0.631, 0.793, -0.717, -0.725, -0.252, -0.566, -0.388, -0.537, 0.272, 0.243, 0.260, 0.253, 0.240, 0.250, 0.242]}



[3]
{"formula": "C6H13NO", "method": "wB97M-V/def2-TZVPD", "relative_energy_kj_mol": 354.9, "charge": 0, "multiplicity": 1, "total_energy_ev": -9967.496, "elements": ["C", "C", "C", "C", "C", "C", "N", "O", "H", "H", "H", "H", "H", "H", "H", "H", "H", "H", "H", "H", "H"], "coordinates": [[1.14189, -0.95457, -0.47542], [2.52990, -0.49750, -0.06157], [0.37529, 1.75576, -0.48794], [-2.42414, 1.10449, 0.40262], [-1.15003, -0.21573, 0.15673], [-0.08496, 0.37296, -0.23826], [-1.67596, -1.44530, 0.39932], [0.92732, -2.26098, 0.01119], [0.88550, -2.20648, 0.97484], [1.08529, -1.06518, -1.56226], [-1.43278, -2.25928, -0.14523], [-2.26432, -1.53844, 1.21380], [2.84352, 0.40573, -0.58008], [2.56092, -0.32912, 1.01669], [3.28087, -1.25334, -0.30893], [1.17860, 1.81680, -1.22372], [0.72270, 2.23142, 0.42918], [-0.41764, 2.37944, -0.89484], [-3.34726, 0.55391, 0.56890], [-2.17989, 1.68641, 1.28927], [-2.55478, 1.71901, -0.48429]], "nbo_charge": [0.100, -0.648, -0.649, -0.678, 0.233, -0.095, -0.865, -0.718, 0.465, 0.164, 0.413, 0.391, 0.210, 0.197, 0.215, 0.219, 0.222, 0.225, 0.195, 0.199, 0.204]}



[4]
{"formula": "C13H46N14O13", "method": "wB97M-V/def2-TZVPD", "relative_energy_kj_mol": 430.4, "charge": 0, "multiplicity": 1, "total_energy_ev": -61709.213, "elements": ["C", "C", "O", "O", "H", "H", "H", "H", "H", "H", "C", "C", "O", "O", "H", "H", "H", "H", "H", "H", "C", "C", "O", "O", "H", "H", "H", "H", "H", "H", "C", "O", "N", "N", "H", "H", "H", "H", "C", "O", "N", "N", "H", "H", "H", "H", "C", "O", "N", "N", "H", "H", "H", "H", "C", "O", "N", "N", "H", "H", "H", "H", "C", "O", "N", "N", "H", "H", "H", "H", "C", "O", "N", "N", "H", "H", "H", "H", "C", "O", "N", "N", "H", "H", "H", "H"], "coordinates": [[0.99414, -0.83289, 16.32031], [1.62752, 0.09595, 15.25298], [2.09586, 1.34156, 15.74878], [-0.12813, -0.25307, 17.00006], [1.81246, -1.07596, 16.99807], [0.63611, -1.65673, 15.70289], [0.77103, 0.33501, 14.62261], [2.46789, -0.36636, 14.73515], [2.76918, 1.04333, 16.36467], [-0.83816, -0.10145, 16.37200], [4.96578, 2.87819, 21.50295], [5.67297, 4.15475, 20.98487], [7.03408, 4.02230, 20.90749], [5.50214, 2.71554, 22.83737], [5.30438, 2.00161, 20.95062], [3.87859, 2.95328, 21.48123], [5.47476, 4.91386, 21.74155], [5.26006, 4.45794, 20.02275], [7.30842, 4.94070, 20.96115], [5.29093, 3.54072, 23.28017], [6.73897, -0.90037, 15.10442], [5.73966, 0.25833, 14.82971], [4.76105, -0.21847, 13.85828], [7.65648, -0.59628, 16.15437], [7.23456, -0.92366, 14.13388], [6.28654, -1.86175, 15.34764], [6.21492, 1.18720, 14.51435], [5.20839, 0.39710, 15.77130], [4.94368, 0.29718, 13.06939], [8.44995, -0.23736, 15.75043], [6.59313, -0.61042, 23.77831], [7.28396, -1.54695, 23.97062], [6.50211, 0.44686, 24.45512], [5.80437, -0.62902, 22.75956], [6.96764, 0.43582, 25.35137], [6.17050, 1.32919, 24.09235], [5.24811, 0.19740, 22.59304], [5.85054, -1.38518, 22.09158], [3.93973, -4.14967, 17.88710], [3.45502, -3.14438, 17.45122], [4.10986, -4.45522, 19.12625], [4.29973, -5.12705, 17.08861], [3.85068, -3.78303, 19.83412], [4.31573, -5.44319, 19.16666], [4.15392, -4.94364, 16.10616], [4.61361, -5.98836, 17.51255], [0.76521, -2.95730, 20.43115], [1.56542, -3.83987, 20.85025], [-0.38309, -2.74000, 21.04558], [1.00501, -2.10782, 19.51869], [-0.82530, -1.86424, 20.80556], [-0.70746, -3.35274, 21.78004], [0.30326, -1.42519, 19.27035], [1.86087, -2.26205, 19.00508], [9.31151, -1.25837, 19.42099], [9.84544, -1.65006, 20.43600], [8.73027, -2.05093, 18.55767], [9.33547, -0.01071, 19.07511], [8.78255, -3.05324, 18.67060], [8.42584, -1.74532, 17.64441], [8.55470, 0.48470, 18.66884], [9.85982, 0.56593, 19.71749], [0.85955, 3.15968, 19.10351], [0.50219, 4.01517, 19.83896], [0.23299, 2.73821, 18.04541], [1.99108, 2.51241, 19.30488], [-0.74563, 2.95184, 17.91593], [0.69824, 1.96640, 17.58940], [2.62867, 2.77895, 20.04145], [2.25798, 1.75247, 18.69551], [4.40866, -0.22365, 19.28015], [3.78934, 0.32067, 18.39236], [3.86504, -1.02164, 20.12256], [5.70617, -0.15243, 19.33783], [2.85563, -1.04635, 20.14645], [4.46412, -1.67317, 20.60910], [6.21817, -0.64298, 20.05708], [6.21557, 0.31557, 18.60190], [6.74508, -3.53282, 20.98905], [5.84566, -2.74072, 20.96714], [7.38782, -3.69925, 22.10782], [7.03983, -4.43514, 20.08182], [7.42415, -2.94184, 22.77499], [8.10144, -4.40107, 22.24303], [6.45128, -4.55037, 19.26915], [7.93314, -4.90630, 20.07075]], "mulliken_charge": [-0.105, -0.445, -0.545, -0.485, -0.012, 0.435, 0.436, 0.179, 0.210, 0.294, 0.112, -0.629, -0.481, -0.544, -0.272, 0.433, 0.432, 0.372, 0.325, 0.276, -0.496, 0.074, -0.499, -0.463, 0.332, 0.215, 0.401, -0.179, 0.297, 0.259, 0.741, -0.813, -0.270, 0.022, 0.242, 0.227, 0.099, -0.162, 0.680, -0.481, -0.095, -0.497, -0.136, 0.221, 0.249, 0.123, 0.667, -0.700, -0.416, -0.133, 0.134, 0.245, 0.201, -0.170, 0.449, -0.686, -0.133, -0.381, 0.186, 0.210, 0.208, 0.239, 0.522, -0.723, -0.320, -0.093, 0.217, 0.146, -0.015, 0.230, -0.220, -0.578, 0.338, 0.352, 0.170, 0.386, -0.082, 0.088, 0.296, -0.860, -0.297, -0.374, 0.236, 0.181, 0.175, 0.227]}



[5]
{"formula": "C2H8N3P", "method": "wB97M-V/def2-TZVPD", "relative_energy_kj_mol": 405.8, "charge": 0, "multiplicity": 1, "total_energy_ev": -15958.393, "elements": ["C", "C", "N", "N", "N", "P", "H", "H", "H", "H", "H", "H", "H", "H"], "coordinates": [[-2.42464, 1.18328, 0.02490], [0.73284, -1.78733, 0.09680], [-1.32616, 0.31046, 0.23738], [-0.20248, 0.74409, 0.11622], [0.89092, 0.04771, 0.14535], [2.27105, 1.07792, -0.09404], [-2.13949, 2.19126, -0.23689], [-2.97292, 1.21320, 0.97999], [-2.84910, 0.60558, -0.78098], [1.36757, -2.35339, -0.56566], [1.09799, -2.09657, 1.07565], [-0.21972, -1.95787, -0.32335], [2.82363, 0.64550, -1.30746], [2.95053, 0.17614, 0.63210]], "nbo_charge": [-0.437, -0.436, -0.278, -0.026, -0.518, 0.590, 0.188, 0.205, 0.216, 0.198, 0.215, 0.225, -0.072, -0.068]}